No. 1
Formula: C38H55NO2P2V
Source: the OMol25 dataset
Level of theory: ωB97M-V with the def2-TZVPD basis set

Each line ends with the Mulliken spin population.
CARTESIAN COORDINATES (ANGSTROEM)
V -0.52886 -1.10117 -3.49275  0.0821
C -0.79447 -2.41760 -1.48678  -0.1243
C 0.61382 -2.63776 -2.00754  0.4909
C 0.71052 -1.03496 -0.31232  0.2271
C -0.62510 -1.47977 -0.37586  0.1745
C 1.46797 -1.69970 -1.31385  -0.0536
C -1.78626 -3.53559 -1.40560  -0.0054
H -1.48697 -4.36907 -2.05754  -0.0024
H -2.78359 -3.16640 -1.70642  -0.0013
H -1.81477 -3.88808 -0.35858  -0.0009
C -1.44960 -1.29162 0.85188  0.0338
H -2.39293 -1.83369 0.78006  0.0029
H -1.62056 -0.21170 1.06254  0.0110
H -0.91024 -1.72228 1.71990  0.0186
C 1.25223 -0.27577 0.86263  -0.0135
H 2.32893 -0.04918 0.75780  0.0021
H 1.11728 -0.87967 1.77364  0.0151
H 0.62328 0.63413 1.07289  0.0023
C 2.93089 -1.86936 -1.14180  0.0208
H 3.09748 -2.44710 -0.21694  -0.0026
H 3.44157 -0.90625 -0.99833  0.0023
H 3.37122 -2.40244 -1.99152  -0.0037
C 1.12446 -4.01599 -2.17951  0.0023
H 1.25736 -4.42053 -1.17248  0.0177
H 2.09326 -4.05588 -2.65919  0.0010
H 0.45063 -4.68018 -2.70132  0.0035
C -1.49278 0.31002 -4.66956  0.1689
C -1.87900 -1.08896 -4.82265  -0.0605
C -1.08139 -1.96470 -5.76199  0.0026
C 0.52386 -1.85207 -5.76083  0.0020
C 1.12963 -1.31906 -4.51442  -0.0125
C 1.04809 0.10170 -4.11130  -0.0224
C 0.80416 1.21185 -5.12219  -0.0008
C -0.61491 1.06553 -5.67816  0.0100
H -1.40141 -1.70036 -6.79813  -0.0019
H 0.81816 -1.19442 -6.61212  0.0028
H -1.32112 -3.03774 -5.67742  0.0016
H -0.56546 0.58693 -6.65910  0.0055
H -2.32275 1.02529 -4.42140  -0.0071
H -2.86839 -1.37581 -4.43776  0.0034
H -1.04472 2.07556 -5.84882  0.0025
H 0.86459 2.19467 -4.64613  0.0001
H 1.96401 0.38170 -3.57128  0.0188
H 1.56222 1.25391 -5.94611  -0.0032
H 0.99494 -2.84590 -6.01023  -0.0019
H 2.05481 -1.76767 -4.09528  -0.0106
P -1.81748 2.18217 -0.95402  0.0104
C -3.08096 3.14251 -1.93626  0.0006
C -2.07525 0.52613 -1.87618  0.0269
P 1.23717 2.41879 -0.47362  0.0026
C -0.17386 2.57496 -1.79530  -0.0048
C 2.59571 1.76152 -1.54957  -0.0024
C 1.75657 4.16813 -0.43957  -0.0005
H -3.50696 3.88822 -1.23664  0.0005
H -3.86425 2.45475 -2.28529  0.0001
H -2.57450 3.62992 -2.77957  -0.0002
H -1.06631 0.13450 -2.25822  -0.0214
H -2.82435 0.70377 -2.67690  0.0017
H -2.55584 -0.23712 -1.23614  -0.0065
H 1.45782 4.67256 -1.37782  0.0000
H 2.85366 4.15428 -0.28522  0.0000
H 1.23435 4.57174 0.44889  -0.0001
H -0.24923 3.62701 -2.12655  0.0004
H -0.00818 1.89153 -2.65056  0.0015
H 3.53124 1.78184 -0.93031  0.0001
H 2.75198 2.34422 -2.47936  -0.0004
H 2.42284 0.69126 -1.78575  -0.0023
C 3.26351 0.68662 7.05534  0.0017
C 1.98574 0.18463 6.43171  -0.0508
C 1.62754 -1.15715 6.55964  0.1401
C 0.45852 -1.64328 5.97198  -0.0512
C -0.37773 -0.76974 5.29877  0.1110
C -0.04142 0.58078 5.21498  0.0373
N -0.92518 1.38490 4.52768  0.4009
C -1.28574 2.69280 4.85044  0.0662
C -1.46725 3.16550 6.16646  0.0724
C -1.76509 4.52419 6.39091  -0.0123
C -1.80647 5.41393 5.30052  0.1191
C -1.57576 4.95818 3.99917  -0.0702
C -1.34602 3.60008 3.78962  0.1248
C -0.87477 2.96779 2.47235  0.0152
O 0.28428 3.33192 2.14494  0.0248
O -1.64540 2.13406 1.90463  0.0273
C 1.19256 1.05936 5.68842  0.0909
C 1.62252 2.44744 5.36513  -0.0126
H 3.98422 1.06923 6.31370  -0.0024
H 3.08929 1.49260 7.78568  -0.0025
H 3.75467 -0.13743 7.58443  -0.0008
H 2.33206 -1.79470 7.10487  0.0035
H 0.22972 -2.69642 6.08662  0.0003
H -1.29490 -1.13185 4.84771  -0.0043
H -1.47692 0.99756 3.76294  -0.0505
H -1.37582 2.44445 6.99592  0.0004
H -1.94834 4.86384 7.42694  0.0006
H -2.02566 6.46264 5.47483  0.0048
H -1.54723 5.63645 3.15218  -0.0005
H 1.37434 2.74422 4.32528  0.0070
H 1.15974 3.18739 6.04227  0.0064
H 2.71213 2.54985 5.47668  -0.0002

Calculated values
HOMO (spin up / spin down)	-9.406 / -9.359	eV
Kohn-Sham gap (spin up / spin down)	6.397 / 4.062	eV
total charge	+1
spin multiplicity	3

No. 2
Formula: C38H57BiClF2N9O16Si
Source: the OMol25 dataset
Level of theory: ωB97M-V with the def2-TZVPD basis set

Each line ends with the Mulliken charge.
CARTESIAN COORDINATES (ANGSTROEM)
Bi -0.45246 1.55396 -1.13857  2.4820
O 0.63691 2.98336 2.12256  -0.7481
H -0.10881 2.38309 1.96299  -0.3529
H 0.73642 3.46052 1.28566  0.2845
O -1.54640 -2.28548 -0.09363  -0.7442
H -1.53336 -1.76997 -0.91292  0.4089
H -1.80994 -1.64725 0.58352  -0.0467
F -0.64881 3.49408 -0.49364  -0.6923
C -0.50143 1.08106 -9.01238  -1.3485
C -0.12693 2.39313 -8.38467  0.8547
C 0.74830 3.27402 -8.99263  -0.7697
C 1.08774 4.46602 -8.36823  0.2958
Cl 2.18746 5.56341 -9.16627  -0.2719
C 0.58038 4.78190 -7.12554  -0.9365
C -0.30451 3.90904 -6.50667  -0.3931
C -0.67963 2.72768 -7.13693  0.7353
O -1.58426 1.85862 -6.65091  -0.4415
C -2.04914 2.05705 -5.32467  -0.7246
C -0.93682 1.89461 -4.25934  1.0808
O 0.02395 1.17956 -4.51743  -0.8022
O -1.19150 2.53477 -3.18406  -0.7503
H 0.12449 0.86722 -9.87832  0.3810
H -1.54827 1.09120 -9.32435  0.2792
H -0.39384 0.28316 -8.27722  0.2757
H 1.17676 3.03048 -9.95678  0.3375
H 0.87253 5.69977 -6.63424  0.4157
H -0.67880 4.14897 -5.52042  0.3774
H -2.77831 1.26606 -5.15373  0.1821
H -2.54616 3.02210 -5.20714  0.3988
C -2.82743 4.09522 1.95557  -1.3213
C -4.06426 3.21159 2.06194  1.7838
C -5.14656 3.70932 1.10531  -1.7876
C -4.58339 3.20586 3.50316  -1.6116
O -3.79336 1.86848 1.67483  -0.2300
Si -2.49283 0.88832 1.84270  -4.2140
O -1.31132 1.04987 0.78985  2.4066
O -1.85514 1.16119 3.33957  0.2469
C -1.37125 0.30682 4.36920  2.1723
C -2.55776 -0.13672 5.23039  -1.7777
C -0.40010 1.15087 5.19226  -1.8188
C -0.64640 -0.92066 3.81482  -1.4714
O -3.10014 -0.64484 1.82322  3.2497
C -4.36341 -1.25060 1.55943  1.6379
C -5.47339 -0.66386 2.43788  -1.6379
C -4.18414 -2.73409 1.88140  -1.8214
C -4.72401 -1.07046 0.08730  -1.6804
H -3.08838 5.13972 2.13654  0.5513
H -2.38808 4.00288 0.96129  0.1223
H -2.08073 3.78747 2.68714  0.1364
H -5.42631 4.73703 1.34484  0.4198
H -6.03067 3.07120 1.16909  0.3239
H -4.76188 3.66538 0.08545  0.2823
H -4.82317 4.21975 3.83037  0.5041
H -3.81011 2.79155 4.15090  0.0862
H -5.47714 2.58272 3.58625  0.2918
H -3.06741 0.73646 5.64392  0.3167
H -2.23603 -0.78559 6.04790  0.4738
H -3.25798 -0.68075 4.59714  0.0783
H -0.89771 2.06096 5.53299  0.3337
H 0.44973 1.43878 4.57186  0.2653
H -0.04287 0.58795 6.05719  0.3998
H -1.34785 -1.57381 3.29683  -0.1223
H -0.17126 -1.47527 4.62619  0.7239
H 0.11603 -0.60703 3.10261  0.1180
H -5.23789 -0.79205 3.49626  0.3238
H -6.41641 -1.17107 2.22526  0.5293
H -5.57810 0.39831 2.22975  0.1251
H -3.97119 -2.86598 2.94525  0.3156
H -3.34625 -3.13256 1.30783  0.2852
H -5.09061 -3.28917 1.63066  0.3811
H -4.70898 -0.00881 -0.16376  0.1842
H -5.71793 -1.47282 -0.11669  0.5490
H -4.00086 -1.59172 -0.54102  0.2523
F 6.36606 1.91748 3.20472  -0.3703
C 6.23388 1.08912 2.14798  0.2837
C 5.29959 1.33615 1.20963  -0.1594
N 5.11576 0.51906 0.12997  0.3135
C 4.07996 0.76080 -0.89231  -0.2173
C 3.21401 2.06833 -0.77250  0.0840
O 3.71487 3.06605 -0.24279  -0.8188
O 2.09588 1.93316 -1.32807  -0.6606
C 5.87250 -0.61801 -0.02983  0.1864
O 5.73551 -1.41528 -0.94007  -0.6756
N 6.81944 -0.82924 0.96097  0.0288
C 7.08039 -0.07106 2.10261  0.3033
O 7.92611 -0.42828 2.90525  -0.7086
H 4.67104 2.21792 1.22896  0.5539
H 3.38624 -0.07307 -0.90329  -0.2457
H 4.57279 0.78335 -1.86572  0.7218
H 7.38256 -1.65682 0.84611  0.2478
N 1.83235 -0.83904 -3.10178  -0.6914
H 1.39875 -0.82446 -2.18300  -0.1673
H 2.32086 0.04829 -3.16257  0.3448
H 1.06532 -0.73690 -3.75946  0.3998
C 1.86956 -2.80932 -0.27850  -1.3770
C 2.13618 -1.74653 0.72718  -0.2766
N 1.56399 -0.57248 0.74244  1.1133
C 2.06966 0.10670 1.82893  -0.6594
C 2.96409 -0.67770 2.48223  -1.1976
N 3.02584 -1.86383 1.77132  0.9879
C 3.94400 -2.93238 2.04576  -1.2022
N 3.32406 -4.15907 2.50754  0.9246
N 2.77049 -4.24488 3.73288  -0.5974
N 2.25877 -5.40228 3.89397  -0.7091
C 2.46478 -6.13988 2.75041  -0.1657
C 2.10880 -7.44907 2.42037  -0.6125
C 2.48776 -7.91157 1.18134  -0.4691
C 3.20380 -7.10236 0.27920  -0.6837
C 3.55803 -5.80859 0.58566  -0.3902
C 3.16605 -5.33745 1.83962  1.3255
H 0.94603 -2.54967 -0.78760  0.0021
H 1.72865 -3.78049 0.19248  0.4107
H 2.67394 -2.87602 -1.01751  0.2228
H 1.75001 1.11216 2.05617  0.6061
H 3.54824 -0.52709 3.37481  0.7016
H 4.62925 -2.59072 2.81925  0.3035
H 4.51113 -3.18548 1.14859  0.3579
H 1.55452 -8.06380 3.11661  0.4201
H 2.22837 -8.91953 0.88377  0.3510
H 3.48079 -7.50930 -0.68469  0.3730
H 4.09646 -5.18375 -0.11531  0.3850
O -2.86511 1.41882 -1.50762  -0.5769
N -2.94390 0.38510 -2.23288  1.0084
O -3.95537 0.14640 -2.88264  -0.7397
O -1.93338 -0.37547 -2.27350  -0.7320

Calculated values
HOMO	-4.359	eV
Kohn-Sham gap	7.892	eV
total charge	-2
spin multiplicity	1